(1)
Here is C36H54Cl2F6MnN3O5SSi4Te as an isolated structure from OMol25. Energies are from ωB97M-V/def2-TZVPD.

2S+1: 2
Total charge: -1
Kohn-Sham gap (spin up / spin down) (eV): 5.45 / 5.45
<S²>: 0.86
Energy relative to the best compared isomer or geometry (same formula, charge and spin) (kJ/mol): 44.08

Each line ends with the Mulliken charge.
Atoms and positions in Å:
1 Mn -0.24 -0.07 0.62  -0.4356
2 O 1.08 6.30 -1.96  -0.5576
3 C 1.23 5.09 -2.68  -0.8411
4 C 0.77 3.86 -1.94  0.5746
5 C 0.90 2.61 -2.54  -1.0706
6 C 0.55 1.47 -1.84  -0.5289
7 N 0.05 1.53 -0.60  1.1893
8 C -0.12 2.73 -0.03  -0.2055
9 C 0.25 3.91 -0.67  -0.5414
10 C -0.71 2.69 1.32  0.5273
11 C -1.18 3.80 2.00  -1.0458
12 C -1.76 3.65 3.24  0.2771
13 C -2.29 4.82 4.03  -0.8482
14 O -1.54 5.08 5.20  -0.5567
15 C -1.88 2.36 3.75  -0.8015
16 C -1.42 1.29 3.00  -0.8377
17 N -0.82 1.45 1.82  1.7422
18 H 1.70 6.29 -1.22  0.3334
19 H 2.27 4.95 -2.99  0.3300
20 H 0.63 5.21 -3.59  0.3335
21 H 1.31 2.50 -3.54  0.4580
22 H 0.67 0.47 -2.23  0.1179
23 H 0.11 4.87 -0.17  0.5162
24 H -1.11 4.78 1.55  0.3178
25 H -3.35 4.64 4.28  0.2010
26 H -2.24 5.73 3.43  0.4036
27 H -1.38 4.24 5.66  0.3790
28 H -2.36 2.17 4.70  0.5310
29 H -1.54 0.27 3.33  0.5484
30 Cl -1.15 -4.12 0.38  -0.0484
31 C 0.49 -4.06 -0.18  0.3502
32 C 1.33 -5.10 0.19  -0.5850
33 C 2.62 -5.14 -0.29  -0.5640
34 C 3.06 -4.15 -1.16  -0.6064
35 C 2.21 -3.12 -1.50  0.5376
36 Cl 2.81 -1.95 -2.64  -0.2380
37 C 0.90 -2.99 -1.00  -0.5202
38 S -0.15 -1.67 -1.42  -0.4023
39 H 0.94 -5.87 0.84  0.4416
40 H 3.29 -5.95 -0.01  0.3673
41 H 4.06 -4.17 -1.57  0.4190
42 O 0.31 -3.50 2.96  -0.4592
43 C 0.34 -2.18 2.93  -1.0558
44 O -0.26 -1.54 2.10  0.5568
45 C 1.14 -1.55 4.06  2.1221
46 N 1.96 -2.58 4.74  -0.6242
47 C 1.73 -2.48 6.20  -0.8909
48 C 1.10 -1.11 6.41  -0.7414
49 C 0.25 -0.95 5.16  0.0053
50 H 1.76 -0.78 3.62  -1.0083
51 H 2.93 -2.47 4.50  0.3406
52 H 0.95 -3.74 3.67  0.5362
53 H 2.67 -2.62 6.74  0.4049
54 H 1.05 -3.27 6.52  0.2965
55 H 1.87 -0.34 6.44  0.2882
56 H 0.52 -1.05 7.34  0.4546
57 H 0.00 0.08 4.94  -0.1667
58 H -0.69 -1.52 5.25  0.0682
59 C -4.86 0.56 4.58  -0.8589
60 Si -5.61 0.83 2.85  0.1227
61 C -7.48 0.80 3.12  -1.0967
62 C -5.15 2.56 2.27  -0.5889
63 Si -4.87 -0.76 1.29  0.4634
64 Te -2.99 0.02 -0.11  -0.5827
65 Si -4.67 -2.80 2.41  0.1359
66 C -6.08 -2.98 3.66  -1.0279
67 C -3.04 -2.92 3.33  0.1262
68 C -4.82 -4.26 1.23  -1.1650
69 Si -6.59 -1.02 -0.28  0.4204
70 C -8.15 -1.80 0.44  -1.0039
71 C -7.05 0.67 -0.97  -1.0596
72 C -6.00 -2.10 -1.70  -1.0502
73 H -4.76 1.51 5.11  0.4346
74 H -3.88 0.09 4.53  -0.0557
75 H -5.51 -0.09 5.17  0.4358
76 H -7.77 1.53 3.88  0.3990
77 H -7.81 -0.18 3.46  0.2959
78 H -8.02 1.04 2.20  0.2564
79 H -5.47 3.32 2.99  0.2871
80 H -5.61 2.77 1.30  0.3405
81 H -4.07 2.64 2.12  -0.1066
82 H -6.00 -2.26 4.47  0.2392
83 H -6.07 -3.99 4.10  0.3986
84 H -7.05 -2.84 3.18  0.2132
85 H -2.97 -2.13 4.09  0.0139
86 H -2.22 -2.79 2.62  -0.7650
87 H -2.93 -3.89 3.82  0.5651
88 H -5.82 -4.32 0.81  0.3031
89 H -4.62 -5.20 1.77  0.3942
90 H -4.11 -4.19 0.40  0.2902
91 H -8.55 -1.22 1.27  0.2766
92 H -7.94 -2.81 0.81  0.2424
93 H -8.92 -1.88 -0.33  0.3896
94 H -7.45 1.33 -0.20  0.2421
95 H -7.80 0.58 -1.76  0.3883
96 H -6.16 1.15 -1.39  0.2672
97 H -5.80 -3.12 -1.36  0.2573
98 H -5.07 -1.70 -2.12  0.2822
99 H -6.75 -2.14 -2.49  0.3696
100 C 3.49 1.21 -0.17  -1.8166
101 C 2.95 0.41 1.03  1.5339
102 O 1.79 -0.21 0.75  0.0221
103 C 2.90 1.39 2.29  0.0428
104 F 3.20 2.67 1.97  -0.3946
105 F 3.73 1.06 3.30  -0.3548
106 F 1.68 1.43 2.84  0.0572
107 C 4.04 -0.66 1.34  0.2620
108 F 4.21 -1.47 0.29  -0.1677
109 F 3.73 -1.46 2.39  -0.1285
110 F 5.25 -0.13 1.62  -0.3451
111 H 2.81 2.03 -0.38  0.3354
112 H 3.50 0.54 -1.02  0.2442
113 H 4.49 1.62 -0.01  0.4318

=====

(2)
Here is a 7-piece molecular cluster, C36H54ClF2N2O23 overall at a distorted geometry from OMol25. Energies are from ωB97M-V/def2-TZVPD.

2S+1: 1
Total charge: +1
Kohn-Sham gap (eV): 10.06

Each line ends with the Mulliken charge.
Atoms and positions in Å:
1 O 3.08 -0.08 0.67  -0.3420
2 C 1.98 -0.55 0.59  0.2595
3 O 1.64 -1.63 1.30  -0.5362
4 C 0.89 0.03 -0.29  -0.0452
5 C 1.47 1.10 -1.19  -0.7983
6 N 0.45 2.07 -1.74  0.4364
7 C 1.03 2.60 -3.03  -0.0475
8 C 0.19 3.76 -3.57  -0.8205
9 O -1.10 3.79 -2.99  -0.2821
10 C -1.23 3.81 -1.58  -0.5562
11 C -2.47 2.96 -1.25  0.0078
12 C -3.78 3.57 -1.77  -1.1425
13 C -4.10 3.28 -3.24  -0.4415
14 Cl -4.06 1.53 -3.61  -0.2113
15 C 0.07 3.29 -0.93  -0.4637
16 N -0.09 3.03 0.52  0.8962
17 C -1.01 3.95 1.17  0.2937
18 O -1.01 5.11 1.07  -0.4183
19 F -1.82 3.29 1.97  -0.1686
20 C 1.14 3.06 1.26  0.2567
21 O 1.50 2.25 2.01  -0.3879
22 F 1.83 4.19 1.03  -0.2866
23 H 0.71 -1.87 1.16  0.3267
24 H 0.06 0.37 0.34  -0.1117
25 H 0.45 -0.78 -0.89  0.7513
26 H 2.26 1.68 -0.71  -0.5093
27 H 1.92 0.64 -2.07  1.0074
28 H -0.40 1.55 -1.99  0.5211
29 H 2.05 2.92 -2.80  0.2390
30 H 1.05 1.78 -3.74  0.1926
31 H 0.71 4.72 -3.47  0.3177
32 H 0.03 3.59 -4.64  0.3553
33 H -1.38 4.85 -1.26  0.5358
34 H -2.34 1.97 -1.71  0.1634
35 H -2.56 2.77 -0.18  0.1672
36 H -3.74 4.66 -1.67  0.3158
37 H -4.60 3.21 -1.15  0.3909
38 H -3.40 3.77 -3.92  0.2344
39 H -5.11 3.63 -3.47  0.4682
40 H 0.89 4.00 -1.10  0.1677
41 C 6.05 1.38 1.81  -1.4435
42 C 5.95 2.00 0.44  0.3331
43 C 4.85 3.04 0.27  -0.1148
44 O 4.49 2.87 -1.12  -0.3203
45 C 4.82 1.61 -1.48  0.8453
46 O 4.49 1.12 -2.53  -0.5442
47 O 5.56 1.02 -0.54  -0.2991
48 H 6.31 2.15 2.54  0.3992
49 H 5.10 0.92 2.08  0.2631
50 H 6.82 0.61 1.82  0.3903
51 H 6.91 2.41 0.12  0.4085
52 H 5.17 4.06 0.44  0.3807
53 H 3.98 2.80 0.88  -0.1131
54 C 4.84 1.28 -6.30  -1.3911
55 C 3.60 0.56 -5.89  0.8451
56 C 3.01 -0.43 -6.88  -0.4439
57 O 1.61 -0.39 -6.55  -0.3450
58 C 1.34 0.80 -6.00  0.6886
59 O 0.25 1.22 -5.73  -0.5498
60 O 2.48 1.47 -5.74  -0.3443
61 H 5.66 0.57 -6.43  0.3233
62 H 4.69 1.83 -7.23  0.3958
63 H 5.13 1.99 -5.52  0.3012
64 H 3.75 0.07 -4.92  0.0230
65 H 3.38 -1.44 -6.77  0.3006
66 H 3.13 -0.09 -7.91  0.3200
67 C -3.59 -0.64 4.95  -1.6086
68 C -3.33 -1.12 3.55  1.0304
69 C -2.05 -1.91 3.35  -0.3121
70 O -1.70 -1.57 1.98  -0.3215
71 C -2.24 -0.37 1.71  0.6486
72 O -1.97 0.27 0.72  -0.6290
73 O -3.09 0.02 2.66  -0.3515
74 H -3.72 -1.49 5.61  0.3153
75 H -2.75 -0.04 5.31  0.4426
76 H -4.48 -0.02 4.98  0.3087
77 H -4.19 -1.65 3.15  0.0643
78 H -2.16 -2.98 3.45  0.1579
79 H -1.24 -1.55 4.00  0.2686
80 C -6.15 -7.55 3.69  -1.5677
81 C -5.59 -6.18 3.40  0.6449
82 C -4.24 -6.14 2.71  -0.5568
83 O -3.68 -4.92 3.21  -0.3192
84 C -4.25 -4.66 4.40  0.7138
85 O -3.89 -3.80 5.15  -0.5671
86 O -5.28 -5.49 4.63  -0.3555
87 H -6.34 -8.08 2.76  0.3983
88 H -5.45 -8.13 4.29  0.3571
89 H -7.08 -7.47 4.24  0.3673
90 H -6.31 -5.57 2.86  0.2128
91 H -4.29 -6.10 1.63  0.3216
92 H -3.60 -6.97 3.03  0.3180
93 C 9.23 -1.28 -2.08  -1.4268
94 C 9.19 -0.61 -3.42  0.4630
95 C 8.12 0.45 -3.61  -0.1010
96 O 7.85 0.37 -5.01  -0.3187
97 C 8.13 -0.89 -5.41  0.6489
98 O 7.80 -1.35 -6.46  -0.5418
99 O 8.81 -1.55 -4.45  -0.3754
100 H 9.47 -0.55 -1.30  0.3609
101 H 8.26 -1.73 -1.85  0.3297
102 H 9.98 -2.07 -2.06  0.3820
103 H 10.17 -0.21 -3.69  0.2629
104 H 8.44 1.46 -3.35  0.3153
105 H 7.20 0.21 -3.06  0.0034
106 C -8.51 -1.29 7.33  -1.4738
107 C -8.51 -2.01 6.01  0.4373
108 C -8.05 -3.46 6.04  -0.5158
109 O -7.47 -3.61 4.73  -0.2088
110 C -7.05 -2.40 4.31  0.6349
111 O -6.35 -2.23 3.36  -0.5812
112 O -7.53 -1.43 5.11  -0.3173
113 H -9.23 -1.76 8.00  0.3787
114 H -7.52 -1.32 7.78  0.3465
115 H -8.79 -0.25 7.20  0.3629
116 H -9.48 -1.93 5.51  0.2819
117 H -8.85 -4.18 6.17  0.3266
118 H -7.27 -3.62 6.78  0.3009